1.
The following is a quantum chemistry calculation of a molecular structure, C27H52Br2GaN6O6 at a distorted geometry, from the OMol25 dataset.

Structure (XYZ):
```
94
Properties=species:S:1:pos:R:3:lowdin_charge:R:1
C 3.90921 0.35457 0.23637 -0.090
H 3.46797 6.69904 5.26029 0.138
C 1.48545 -0.65064 -2.83788 -0.641
O 2.29655 -3.23250 -7.66623 0.016
O 2.06964 5.01815 4.32364 0.019
H 1.15881 -4.77424 -6.25675 0.061
C -1.37256 -0.93800 3.78091 -0.009
H -6.62879 4.15327 -2.10268 0.076
H -4.24402 -4.79060 0.47726 0.072
H 4.71292 3.96539 3.10530 0.077
N -1.39357 2.45486 0.16170 0.006
C 5.45946 5.98058 5.12850 -0.092
C 4.37866 1.00937 1.66294 -0.149
H -4.40083 -2.23700 5.50063 0.079
H 4.54518 3.20367 4.72288 0.088
H -0.21506 -5.76595 1.17940 0.128
H 5.82759 6.85835 4.59164 0.078
H 0.97042 2.36519 1.59986 0.087
C -3.19455 -4.59415 1.01052 -0.167
H 3.29039 2.97823 3.48966 0.058
C -1.18549 3.87900 0.26865 -0.073
H -2.13126 -6.05684 -0.37746 0.107
C -4.67346 5.08003 -0.47622 -0.539
H 4.28160 -5.57315 -8.06691 0.083
C 0.10373 1.84613 2.01746 0.002
C -5.45591 3.96352 0.15703 -0.009
N -3.20768 -0.55924 5.37627 -0.008
H -6.75124 5.78486 -2.81284 0.081
H -6.50647 4.24975 0.25383 0.083
C 2.92426 -0.97790 0.32288 -0.172
H 0.22486 -0.57910 -6.26805 0.078
O 0.60218 -4.31864 -0.25524 -0.297
H -0.78992 4.23581 -0.68551 0.084
Br 1.99481 1.30267 -2.65164 0.492
H -1.06073 0.09002 -4.93612 0.084
H 3.96716 -4.27713 -9.23622 0.082
H -0.62151 -3.96208 1.58197 0.106
H -5.05951 3.76261 1.15651 0.090
C -1.93471 -0.25293 4.99521 -0.541
C 3.18028 -0.68378 3.10538 -0.144
H -2.15453 4.34962 0.45279 0.047
H -4.44608 6.23369 -2.08828 0.144
H 1.86221 -2.45741 2.06498 0.076
N 4.04652 0.54251 3.05143 -0.058
H -2.12222 -4.23080 -0.97869 0.101
O -1.13585 0.28910 0.68714 0.002
N -5.02075 5.47775 -1.73349 -0.001
O -3.74246 5.63440 0.10349 0.008
C 1.90239 -6.70258 -6.73446 -0.085
C 0.09036 -0.08811 -5.19548 -0.189
H -2.02152 2.11288 -0.55683 0.136
H -3.51139 -0.05593 6.20211 0.137
H -1.34540 -2.01928 3.93926 0.085
H 0.60817 0.96165 -5.23227 0.044
C 3.29128 4.90807 4.39858 -0.545
N 1.81059 -5.26743 -6.85634 0.002
H 2.99765 -5.76071 -9.30837 0.080
H -0.40572 2.48006 2.74789 0.093
H -0.35066 -0.58902 3.60658 0.066
H 0.91420 -7.12321 -6.93690 0.080
H -1.97462 -0.69582 2.90124 0.078
C 0.66487 -1.09286 -4.02417 -0.680
C 3.49963 -5.06172 -8.63430 -0.021
H 5.96778 5.08833 4.76114 0.076
H 2.92777 -1.10406 4.19462 0.089
H 0.45445 0.94452 2.52791 0.056
H -5.61592 4.59855 -3.50173 0.084
H 2.18738 -6.93731 -5.70592 0.086
Br 0.20413 -3.06751 -4.24647 0.587
N 4.02899 5.91426 4.94892 -0.011
H 4.23978 0.79455 -0.79694 0.042
H -3.13808 -5.34675 1.93460 0.073
H 2.63049 -7.13389 -7.42243 0.072
C -1.94453 -4.92697 -0.04918 -0.222
H 5.66117 6.10309 6.19562 0.078
C -0.84589 1.46082 0.91763 -0.535
C 2.50149 -4.44382 -7.69529 -0.550
Ga 2.14408 -1.97607 -1.33793 0.332
H -5.02474 -0.92462 4.47143 0.079
C -6.07184 4.96196 -2.57734 -0.085
H 3.21758 -3.04108 -1.94714 -0.051
H -3.70579 -1.96960 3.87989 0.069
H 5.07443 1.97694 1.58331 0.081
C -4.12959 -1.48200 4.75859 -0.086
C -0.48595 -4.71131 0.69122 -0.229
O -1.28413 0.56413 5.64274 0.018
H 0.07305 -2.31800 0.31954 0.062
C 4.01447 3.68842 3.89929 -0.029
H -3.14903 -3.47885 1.40682 0.068
H -5.36159 3.05330 -0.44092 0.087
H -0.49692 -2.84019 -1.39960 0.031
C 0.39896 -2.91598 -0.65058 -0.319
H -0.49450 4.14049 1.07091 0.083
C 2.54200 -1.52744 1.85442 -0.060
```

For the largest force on an atom, the calculation gives 6.09 eV/Å. As for the HOMO energy: -5.17 eV. The net charge is -1. The calculation puts the total energy at -8912.485412 Ha. The calculation puts the relative energy (zero: lowest compared OMol25 entry of this formula, charge and spin) at 9.9795 eV. As for the LUMO energy: 2.04 eV.


2.
The following is a quantum chemistry calculation of a molecular structure, C27H52GaP2Si at a distorted geometry, from the OMol25 dataset.

Structure (XYZ):
```
83
Properties=species:S:1:pos:R:3:lowdin_charge:R:1
C -2.89132 -0.61008 -2.85775 -0.211
H -2.15197 0.14185 -0.00710 0.056
P -1.21214 -0.45859 -2.16107 0.865
H -4.05675 -4.06983 3.09039 0.092
H -3.64177 -0.43420 -2.07752 0.063
C 2.27198 3.11785 -2.66630 -0.190
H 1.71808 0.72300 -4.33163 0.085
H -1.86380 -4.28280 -0.21976 0.055
C -0.26824 0.40805 -3.48710 -0.346
H -1.93102 -4.76679 3.46227 0.079
C -4.05416 -3.17093 2.45788 -0.016
H -0.76384 0.15233 -4.43841 0.095
H 3.01043 3.92744 -2.74706 0.108
C 2.93283 1.98071 -1.85692 -0.432
H 3.36203 -1.75702 -2.87422 0.040
C -0.07127 -3.54465 -2.91007 -0.190
H 2.20152 0.50961 1.81644 0.026
H -2.57972 -2.70216 0.14404 0.013
C 0.95726 3.72296 -2.15350 -0.177
C 1.73495 4.56161 0.21490 -0.213
H -2.12787 1.70451 3.32412 0.075
H 0.80976 -0.52729 4.37393 0.075
C 1.39782 1.26103 1.84295 -0.161
C -1.46411 1.00052 3.83796 -0.032
C -1.77636 -0.38986 3.45323 -0.183
H -0.76190 -4.34461 2.19713 0.071
H 3.83077 1.69106 -2.43466 0.085
Ga 1.72810 2.62195 0.49237 0.542
H 1.40663 1.76023 2.82315 0.012
H -3.04339 -1.60669 -3.29116 0.054
H -1.71126 1.58885 -0.95379 0.068
H 1.35362 -0.98038 -3.97566 0.071
H 0.12088 3.10488 -2.52109 0.076
H -4.48505 -0.12297 1.57280 0.075
H -3.96897 -3.50696 1.41415 0.072
C 3.39016 2.41650 -0.48327 -0.342
P 2.14998 0.15291 -2.01360 0.965
C 3.64394 -0.81980 -2.37354 -0.273
C -2.95523 -2.26490 2.85090 -0.189
H 0.82450 4.69614 -2.66563 0.131
H -0.27665 4.01348 -0.38226 0.113
H -3.00879 0.14069 -3.65009 0.060
H -0.41167 1.49208 -3.34217 0.071
H 3.99062 1.63771 0.00324 0.100
H -0.43182 1.26902 3.59423 0.037
Si -0.62931 -2.52944 -1.43891 0.457
H 1.35081 -3.20124 -0.14685 0.049
H 2.10779 2.77184 -3.70148 0.104
C -1.64331 -2.67149 3.21619 -0.230
C -4.21203 -0.03216 2.63699 -0.058
H -1.59644 1.16010 4.91973 0.105
H 4.32896 -0.24369 -3.00871 0.047
C 3.11835 4.98859 -0.25088 -0.170
H -0.45580 0.65165 -0.09701 0.007
H -5.08508 -0.35293 3.22590 0.087
H 1.17780 -1.84584 3.23977 0.084
C 0.78134 3.89966 -0.65019 -0.235
H -0.79678 -3.50971 -3.73607 0.039
C -2.15284 -3.31573 -0.65930 -0.184
C -3.02645 -0.85220 2.96024 -0.227
H 0.62850 -2.22174 4.88244 0.092
H -2.93885 -3.51038 -1.40179 0.041
H 0.00875 -4.59371 -2.58107 0.051
C -1.38972 0.57639 -0.67207 -0.202
H -5.02442 -2.67187 2.57356 0.085
H 1.28052 -1.42776 -0.19682 -0.048
C 4.10181 3.78848 -0.43999 -0.185
H 3.53850 5.65132 0.52159 0.114
H -0.30997 -4.18199 3.90514 0.080
H 1.32405 5.13543 1.05076 0.120
H 0.20600 -2.32998 0.90463 0.021
H 0.43816 0.75306 1.68435 -0.022
H 4.14283 -1.06737 -1.42756 0.049
H 0.90938 -3.23214 -3.28996 0.022
H -4.02677 1.02718 2.84822 0.068
C -1.13611 -4.05815 3.19402 -0.043
C -0.91340 -1.51542 3.58803 -0.191
H 4.78610 3.78773 0.42382 0.114
C 0.67097 -2.33814 -0.09309 -0.200
C 1.22909 0.05454 -3.60478 -0.412
H 3.06659 5.58348 -1.17820 0.117
C 0.49364 -1.52248 4.04220 -0.034
H 4.72051 3.95965 -1.33362 0.111
```

For the largest force on an atom, the calculation gives 3.42 eV/Å. As for the HOMO energy (alpha / beta): -9.35 / -9.25 eV. The net charge is +1. The calculation puts the total energy at -3956.639618 Ha. The calculation puts the relative energy (zero: lowest compared OMol25 entry of this formula, charge and spin) at 0.0000 eV. As for the LUMO energy (alpha / beta): -3.06 / -3.25 eV.